# 1
{
  "formula": "C4H3N3",
  "method": "ωB97M-V/def2-TZVPD",
  "e_homo_ev": -10.466,
  "charge": 0,
  "e_above_lowest_kcal_mol": 89.51,
  "energy_ha": -318.34209,
  "smiles": "N#CC1=NN=CC1",
  "species": ["N", "C", "C", "N", "N", "C", "C", "H", "H", "H"],
  "positions_angstrom": [[0.48815, 2.49482, -1.39595], [0.20391, 1.32691, -1.00675], [0.11895, 0.19494, -0.15215], [-0.31971, 0.37902, 1.01349], [-0.28242, -0.83112, 1.54672], [-0.29630, -1.76679, 0.71829], [0.02910, -1.20019, -0.62714], [-0.30717, -2.79141, 0.79061], [1.10488, -1.59497, -0.70840], [-0.33375, -1.24202, -1.82562]]
}

---

# 2
{
  "formula": "C22H16ClIrN3O4S",
  "method": "ωB97M-V/def2-TZVPD",
  "e_homo_ev": [-10.481, -10.489],
  "charge": 1,
  "energy_ha": -2275.52937,
  "species": ["Ir", "Cl", "C", "C", "C", "C", "O", "C", "C", "N", "C", "C", "C", "C", "C", "C", "C", "C", "N", "C", "C", "H", "H", "H", "H", "H", "H", "H", "H", "H", "H", "N", "C", "C", "C", "C", "C", "C", "S", "O", "O", "O", "H", "H", "H", "H", "H", "H"],
  "positions_angstrom": [[-0.58637, 0.62038, -1.10261], [3.80983, 6.41108, -1.33801], [2.53763, 5.26728, -1.33411], [1.20343, 5.70698, -1.31511], [0.19333, 4.78338, -1.34231], [0.44063, 3.38638, -1.40891], [-0.56677, 2.59478, -1.44381], [1.81953, 2.94018, -1.36921], [2.20833, 1.57208, -1.32331], [1.43343, 0.53348, -1.54541], [1.88243, -0.76992, -1.53241], [3.21723, -1.15802, -1.65951], [3.57983, -2.49622, -1.53351], [2.63133, -3.47542, -1.35411], [1.26303, -3.14562, -1.35521], [0.23683, -4.11062, -1.33471], [-1.07597, -3.70992, -1.36941], [-1.36897, -2.34762, -1.37531], [-0.42707, -1.41042, -1.38451], [0.88453, -1.78192, -1.40951], [2.82773, 3.91268, -1.34241], [0.98083, 6.76128, -1.27081], [-0.84157, 5.09138, -1.31091], [3.24053, 1.39238, -1.02981], [3.97863, -0.42332, -1.86421], [4.62503, -2.76002, -1.57451], [2.91463, -4.50722, -1.23931], [0.50313, -5.15362, -1.32681], [-1.87657, -4.42912, -1.42541], [-2.39687, -2.01152, -1.42021], [3.85863, 3.59278, -1.35051], [-0.20237, 1.04278, 1.25319], [-1.22417, 0.26408, 1.86829], [-1.00727, -0.46002, 3.03599], [-2.04037, -1.22102, 3.56869], [-3.23577, -1.25232, 2.90069], [-3.48927, -0.57022, 1.73659], [-2.46287, 0.21028, 1.22489], [-4.56657, -2.34382, 3.64549], [-5.56667, -2.29942, 2.61669], [-3.77757, -3.54512, 3.75419], [-4.79247, -1.58032, 4.84549], [0.70583, 0.90438, 1.69159], [-0.42477, 2.03548, 1.25859], [-0.04837, -0.43462, 3.52859], [-1.92187, -1.77382, 4.48519], [-4.44927, -0.65472, 1.25279], [-2.62647, 0.80258, 0.31919]]
}

---

# 3
{
  "formula": "C6H11N3O2Si2",
  "method": "ωB97M-V/def2-TZVPD",
  "e_homo_ev": -9.383,
  "charge": 0,
  "e_above_lowest_kcal_mol": 0.00,
  "energy_ha": -1128.92807,
  "species": ["C", "C", "C", "C", "C", "C", "N", "N", "N", "O", "O", "Si", "Si", "H", "H", "H", "H", "H", "H", "H", "H", "H", "H", "H"],
  "positions_angstrom": [[2.25782, -1.50046, 0.04668], [0.83367, -1.20731, 0.01977], [0.55423, 0.15298, 0.27105], [2.86897, 0.75343, 0.06219], [-1.63627, 1.10158, -0.66576], [-0.96241, 1.06117, -2.07292], [3.19559, -0.59361, -0.05234], [1.59472, 1.07557, 0.36482], [-0.71024, 0.84604, 0.27382], [3.75462, 1.56730, 0.00529], [-2.79850, 1.38779, -0.40210], [-0.46022, -2.55828, 0.03987], [-1.77331, 1.00542, 1.83701], [2.65301, -2.57903, -0.05628], [-1.76807, 0.71107, -2.70753], [-0.07631, 0.36038, -2.01966], [-0.71797, 2.12108, -2.27765], [1.25494, 1.91166, 0.65905], [-0.92058, -2.65875, -1.34576], [-1.68763, -2.33951, 0.68216], [0.28798, -3.66157, 0.53851], [-1.77066, 2.42959, 2.36810], [-3.09842, 0.45824, 1.73464], [-0.87495, 0.15524, 2.69705]]
}

---

# 4
{
  "formula": "C6H7NO2",
  "method": "ωB97M-V/def2-TZVPD",
  "e_homo_ev": -9.848,
  "charge": 0,
  "e_above_lowest_kcal_mol": 91.21,
  "energy_ha": -437.92242,
  "smiles": "C#C[C@]1(C)CC(=O)N1O",
  "species": ["C", "C", "C", "C", "C", "C", "O", "N", "O", "H", "H", "H", "H", "H", "H", "H"],
  "positions_angstrom": [[2.61236, 0.16927, -1.11371], [1.49984, -0.00004, -0.62213], [0.19864, -0.12984, 0.01905], [0.24001, 0.00427, 1.56398], [-0.66574, -1.32199, -0.36377], [-1.79631, -0.30451, -0.55223], [-3.00206, -0.24645, -0.70201], [-0.83721, 0.73834, -0.57780], [-1.01338, 2.07097, -0.13784], [3.62659, 0.12963, -1.48046], [1.09593, -0.64343, 1.92626], [0.51311, 1.07602, 1.85564], [-0.69067, -0.28104, 2.06825], [-0.76255, -2.09413, 0.39246], [-0.33796, -1.76000, -1.32519], [-0.68058, 2.59293, -0.95050]]
}

---

# 5
{
  "formula": "C4H9N2",
  "method": "ωB97M-V/def2-TZVPD",
  "e_homo_ev": -12.739,
  "charge": 1,
  "e_above_lowest_kcal_mol": 93.20,
  "energy_ha": -266.95076,
  "species": ["C", "C", "C", "C", "N", "N", "H", "H", "H", "H", "H", "H", "H", "H", "H"],
  "positions_angstrom": [[-0.38678, -0.39886, 0.56224], [0.84782, 1.49953, 0.12754], [-1.51777, 0.36758, -0.13460], [1.82622, -0.60217, -0.44107], [-2.64549, -0.18553, -0.29623], [0.80829, 0.20623, 0.03526], [-0.38756, -0.04536, 1.57845], [-0.35405, -1.48580, 0.39986], [0.05051, 1.96397, 0.72101], [1.77978, 2.00073, 0.05922], [2.82910, -0.00203, -0.63809], [1.90127, -1.26814, 0.40030], [1.54211, -1.19746, -1.36187], [-3.37092, 0.35370, -0.81620], [-2.92253, -1.20638, -0.19582]]
}

---

# 6
{
  "formula": "C5H10N2O",
  "method": "ωB97M-V/def2-TZVPD",
  "e_homo_ev": -8.587,
  "charge": 0,
  "e_above_lowest_kcal_mol": 31.15,
  "energy_ha": -381.23580,
  "smiles": "CCc1cnc[nH]1.O",
  "species": ["C", "C", "C", "C", "N", "C", "N", "H", "H", "H", "H", "H", "H", "H", "H", "O", "H", "H"],
  "positions_angstrom": [[0.11138, 1.29567, 1.62570], [0.59366, 0.61324, 0.30519], [-0.49918, -0.03794, -0.52377], [-1.67692, -0.64689, -0.16357], [-2.43404, -0.90852, -1.32894], [-1.63347, -0.59202, -2.33249], [-0.53511, -0.00167, -1.89103], [-0.37775, 2.25143, 1.37296], [0.99009, 1.50660, 2.25814], [-0.59798, 0.67937, 2.20327], [1.08054, 1.46671, -0.20470], [1.38075, -0.12516, 0.55153], [-2.02392, -0.76278, 0.86320], [-2.02824, -0.61593, -3.34820], [0.15154, 0.34162, -2.56719], [2.20797, -1.76339, 1.05359], [2.11937, -0.79704, 1.21660], [3.17127, -1.90335, 0.90966]]
}

---

# 7
{
  "formula": "C23H25N3O2",
  "method": "ωB97M-V/def2-TZVPD",
  "e_homo_ev": -7.014,
  "charge": 0,
  "e_above_lowest_kcal_mol": 119.06,
  "energy_ha": -1206.06742,
  "smiles": "O=[N+]([O-])C(c1cc2c3c(c1)CCN3CCC2)c1cc2c3c(c1)CCN3CCC2",
  "species": ["O", "N", "O", "C", "C", "C", "C", "C", "C", "C", "C", "C", "N", "C", "C", "C", "C", "C", "C", "C", "C", "C", "C", "C", "N", "C", "C", "C", "H", "H", "H", "H", "H", "H", "H", "H", "H", "H", "H", "H", "H", "H", "H", "H", "H", "H", "H", "H", "H", "H", "H", "H", "H"],
  "positions_angstrom": [[-0.23998, 3.57944, 1.76570], [0.72757, 2.91943, 1.30767], [1.79597, 3.51425, 1.00812], [0.71167, 1.46914, 1.19668], [-0.69377, 0.87930, 1.47827], [-1.03596, -0.41679, 1.05278], [-2.29818, -0.96583, 1.29356], [-3.18794, -0.20068, 2.05353], [-2.86213, 1.05939, 2.56610], [-1.61022, 1.56767, 2.28912], [-3.96830, 1.51433, 3.44494], [-4.96246, 0.31583, 3.45325], [-4.40079, -0.61123, 2.49025], [-4.88745, -1.94182, 2.24871], [-4.25571, -2.51157, 0.98267], [-2.73304, -2.32389, 0.88744], [1.51030, 1.08452, -0.04595], [0.98569, 0.34474, -1.11949], [1.83544, -0.16191, -2.11331], [3.14841, 0.31227, -2.11370], [3.66256, 1.20787, -1.15379], [2.84907, 1.52022, -0.08341], [5.06905, 1.53060, -1.50718], [5.32894, 0.70628, -2.80398], [4.10739, -0.06304, -2.98369], [3.83886, -0.94791, -4.08689], [2.66355, -1.87070, -3.76673], [1.44780, -1.17490, -3.12535], [1.37286, 1.10908, 2.01404], [-0.25568, -1.01405, 0.57708], [-1.36828, 2.52151, 2.73917], [-3.61195, 1.74204, 4.45779], [-4.45666, 2.41649, 3.05925], [-5.98137, 0.62047, 3.16613], [-5.01694, -0.12657, 4.46478], [-4.65128, -2.59515, 3.10972], [-5.98242, -1.87648, 2.16861], [-4.49988, -3.57105, 0.92133], [-4.72289, -2.02273, 0.12305], [-2.22811, -3.08473, 1.49983], [-2.40779, -2.49328, -0.14339], [-0.08276, 0.13764, -1.13051], [3.24941, 2.14055, 0.71523], [5.75552, 1.24732, -0.70136], [5.22262, 2.60219, -1.69124], [6.21202, 0.05363, -2.70181], [5.50800, 1.37966, -3.66464], [4.76173, -1.51601, -4.27996], [3.61163, -0.34689, -4.98687], [2.36579, -2.37428, -4.68751], [3.01413, -2.64790, -3.07963], [0.83828, -0.70287, -3.90524], [0.80768, -1.93359, -2.65918]]
}

---

# 8
{
  "formula": "C7H12",
  "method": "ωB97M-V/def2-TZVPD",
  "e_homo_ev": -8.264,
  "charge": 0,
  "e_above_lowest_kcal_mol": 94.79,
  "energy_ha": -273.75750,
  "species": ["C", "C", "C", "C", "C", "C", "C", "H", "H", "H", "H", "H", "H", "H", "H", "H", "H", "H", "H"],
  "positions_angstrom": [[2.32386, 0.41098, -0.74262], [1.00605, -0.36351, -0.74850], [0.27070, -0.24187, 0.57944], [-0.30948, 1.11278, 1.04973], [-1.52995, 0.41102, 1.65219], [-2.15883, -0.55270, -0.38156], [-1.16699, -0.78278, 0.78984], [2.84585, 0.32768, -1.70207], [2.99657, 0.03780, 0.03900], [2.14787, 1.47557, -0.54679], [0.37340, 0.00377, -1.56827], [1.20012, -1.42508, -0.95732], [0.91779, -0.64086, 1.37357], [-0.61262, 1.76232, 0.21513], [0.24121, 1.74408, 1.75615], [-2.50125, 0.49151, -0.43161], [-3.04852, -1.16787, -0.22429], [-1.69733, -0.80603, -1.34219], [-1.29848, -1.79681, 1.19020]]
}